{
  "formula": "C51H50Cl2F6N7O2Ti",
  "method": "wB97M-V/def2-TZVPD",
  "species": ["Ti", "Cl", "C", "C", "C", "N", "C", "O", "C", "C", "C", "C", "C", "N", "C", "C", "C", "Cl", "N", "C", "O", "C", "C", "C", "C", "C", "N", "H", "H", "H", "H", "H", "H", "H", "H", "H", "H", "C", "C", "C", "C", "C", "C", "C", "C", "C", "C", "C", "C", "N", "C", "C", "N", "C", "C", "C", "C", "C", "C", "C", "C", "C", "C", "C", "C", "H", "H", "H", "H", "H", "H", "H", "H", "H", "H", "H", "H", "H", "H", "H", "H", "H", "H", "H", "H", "H", "H", "H", "H", "H", "H", "H", "H", "H", "H", "H", "H", "H", "H", "H", "H", "F", "C", "F", "F", "F", "C", "F", "F", "C", "C", "C", "N", "C", "C", "H", "H", "H", "H"],
  "xyz": [[-1.12, 0.53, 1.18], [-7.81, 0.24, 2.73], [-6.12, 0.44, 2.79], [-5.30, 0.30, 1.65], [-3.93, 0.28, 1.77], [-3.08, 0.06, 0.67], [-3.61, -0.62, -0.38], [-4.34, -1.61, -0.20], [-3.45, -0.14, -1.75], [-4.23, -0.77, -2.79], [-4.03, -0.35, -4.08], [-3.22, 0.72, -4.32], [-2.55, 1.32, -3.27], [-2.57, 0.85, -2.01], [-3.32, 0.71, 3.01], [-4.15, 0.93, 4.10], [-5.54, 0.78, 4.01], [-6.52, 1.12, 5.33], [-1.95, 0.82, 3.00], [-1.41, 1.73, 3.98], [-2.01, 2.76, 4.29], [0.64, 0.16, 4.54], [1.04, -0.59, 5.67], [1.72, -1.78, 5.52], [2.20, -2.19, 4.27], [1.82, -1.44, 3.13], [1.06, -0.29, 3.30], [-5.75, 0.07, 0.68], [-4.92, -1.62, -2.58], [-4.59, -0.76, -4.94], [-3.22, 1.23, -5.29], [-1.81, 2.10, -3.45], [-3.70, 1.26, 5.06], [0.63, -0.27, 6.63], [2.00, -2.41, 6.36], [2.85, -3.07, 4.14], [2.18, -1.65, 2.11], [-1.03, -3.17, -4.29], [-0.42, -2.64, -2.97], [1.13, -2.88, -2.97], [-1.12, -3.17, -1.74], [-1.95, -4.29, -1.78], [-2.59, -4.79, -0.66], [-2.31, -4.35, 0.62], [-1.44, -3.29, 0.73], [-1.19, -2.93, 2.17], [-2.55, -2.70, 2.87], [-0.55, -4.07, 2.92], [-1.01, -2.57, -0.43], [-0.65, -1.19, -0.18], [0.53, -0.67, -0.52], [0.70, 0.39, -1.49], [1.92, 0.72, -1.86], [2.62, 1.72, -2.43], [3.98, 2.03, -1.96], [4.47, 3.32, -2.10], [3.79, 4.25, -2.83], [2.60, 3.88, -3.51], [2.13, 2.56, -3.48], [1.11, 2.04, -4.44], [1.64, 0.93, -5.38], [0.49, 3.19, -5.30], [4.79, 0.88, -1.33], [4.75, -0.39, -2.13], [6.24, 1.28, -1.07], [-0.49, -2.74, -5.17], [-2.00, -2.79, -4.42], [-1.02, -4.24, -4.31], [-0.61, -1.56, -2.96], [1.41, -3.93, -2.72], [1.65, -2.19, -2.26], [1.51, -2.71, -4.04], [-2.16, -4.78, -2.77], [-3.24, -5.67, -0.81], [-2.68, -4.80, 1.51], [-0.58, -1.99, 2.25], [-3.14, -3.61, 3.05], [-3.13, -2.00, 2.29], [-2.34, -2.19, 3.85], [-1.22, -4.93, 3.07], [-0.24, -3.72, 3.92], [0.35, -4.43, 2.40], [1.44, -0.82, 0.03], [-0.22, 0.80, -1.99], [5.41, 3.55, -1.59], [4.08, 5.29, -2.88], [2.20, 4.62, -4.21], [0.32, 1.63, -3.82], [2.45, 1.28, -6.04], [0.77, 0.59, -5.93], [2.02, 0.04, -4.82], [1.16, 3.62, -6.07], [0.14, 4.03, -4.69], [-0.39, 2.81, -5.85], [4.37, 0.69, -0.33], [5.36, -1.19, -1.68], [5.13, -0.38, -3.20], [3.75, -0.74, -2.26], [6.39, 2.04, -0.32], [6.81, 1.62, -1.98], [6.72, 0.37, -0.64], [-2.66, 3.00, 0.66], [-1.39, 2.53, 0.57], [-0.93, 2.95, -0.67], [-0.78, 3.37, 1.57], [4.52, 3.34, 4.19], [3.24, 3.33, 4.73], [3.41, 2.86, 6.01], [2.81, 4.68, 4.87], [2.16, 2.62, 3.94], [2.55, 2.10, 2.71], [1.75, 1.37, 1.80], [0.73, 0.46, 2.14], [-0.08, 1.45, 4.73], [0.90, 2.57, 4.66], [3.51, 2.36, 2.24], [1.86, 1.66, 0.78], [-0.26, 1.46, 5.81], [0.71, 3.41, 5.33]],
  "orbital_gap_ev": [4.4, 4.4],
  "charge": -1,
  "spin_multiplicity": 1,
  "e_homo_ev": [-3.74, -3.74]
}

=====

{
  "formula": "C51H49BCl3GeNO9PPbS2",
  "method": "wB97M-V/def2-TZVPD",
  "species": ["Pb", "C", "O", "C", "C", "O", "C", "H", "H", "H", "H", "H", "H", "H", "H", "H", "H", "O", "C", "C", "C", "C", "C", "C", "C", "O", "N", "O", "O", "H", "H", "H", "H", "Cl", "C", "C", "C", "Cl", "C", "O", "C", "Cl", "C", "H", "H", "Ge", "C", "C", "C", "C", "C", "C", "C", "C", "C", "C", "C", "C", "H", "H", "H", "H", "H", "H", "H", "H", "H", "H", "H", "C", "C", "C", "C", "C", "C", "C", "C", "O", "B", "O", "C", "C", "H", "H", "H", "H", "H", "H", "H", "H", "H", "H", "H", "H", "S", "P", "S", "C", "C", "C", "C", "C", "C", "C", "C", "C", "C", "C", "C", "H", "H", "H", "H", "H", "H", "H", "H", "H", "H"],
  "xyz": [[-0.07, -1.47, 0.58], [2.53, -0.59, 3.40], [2.43, -0.82, 1.98], [3.56, -1.54, 1.55], [3.90, -1.40, 0.06], [2.66, -1.58, -0.61], [2.86, -1.84, -2.02], [3.58, -0.65, 3.76], [1.81, -1.22, 3.94], [2.36, 0.47, 3.61], [3.38, -2.59, 1.75], [4.46, -1.23, 2.12], [4.66, -2.16, -0.25], [4.23, -0.37, -0.11], [3.92, -1.83, -2.28], [2.25, -1.11, -2.57], [2.48, -2.85, -2.23], [-0.05, 0.77, 1.58], [-1.05, 1.23, 2.19], [-2.40, 0.95, 1.74], [-3.38, 1.09, 2.68], [-4.73, 0.85, 2.38], [-5.10, 0.49, 1.04], [-4.09, 0.27, 0.18], [-2.72, 0.31, 0.50], [-1.93, -0.17, -0.41], [-5.63, 0.48, 3.33], [-6.86, 0.38, 2.98], [-5.27, 0.28, 4.52], [-0.86, 1.96, 3.01], [-3.23, 1.38, 3.69], [-6.14, 0.47, 0.80], [-4.34, -0.10, -0.80], [1.02, -7.61, -4.51], [0.88, -6.53, -3.16], [-0.09, -5.59, -3.17], [-0.08, -4.59, -2.21], [-0.96, -3.14, -2.44], [0.87, -4.64, -1.13], [0.98, -3.78, -0.20], [1.86, -5.73, -1.20], [3.07, -5.63, -0.03], [1.86, -6.63, -2.18], [-0.77, -5.58, -4.03], [2.58, -7.42, -2.25], [2.90, 3.25, 0.43], [2.30, 4.77, 1.50], [0.94, 4.95, 1.61], [0.43, 6.02, 2.32], [1.26, 6.84, 3.12], [2.62, 6.70, 2.91], [3.16, 5.69, 2.11], [4.74, 3.69, -0.13], [4.89, 4.64, -1.11], [6.21, 5.12, -1.45], [7.29, 4.52, -0.82], [7.19, 3.51, 0.10], [5.87, 3.16, 0.44], [2.97, 2.05, 1.40], [0.26, 4.24, 1.09], [-0.61, 6.29, 2.35], [0.86, 7.63, 3.70], [3.39, 7.38, 3.32], [4.24, 5.68, 1.98], [4.03, 4.87, -1.78], [6.40, 5.89, -2.18], [8.30, 4.91, -1.11], [8.11, 3.03, 0.49], [5.76, 2.38, 1.12], [-2.92, 4.85, -6.05], [-1.76, 3.86, -6.24], [-2.30, 2.60, -6.95], [-0.65, 4.55, -7.05], [-1.18, 3.38, -4.91], [-1.73, 2.29, -4.28], [-1.21, 1.72, -3.11], [-0.15, 2.37, -2.57], [0.51, 2.09, -1.35], [1.52, 3.17, -1.14], [1.32, 4.08, -2.26], [0.33, 3.57, -3.10], [-0.07, 4.05, -4.30], [-3.28, 5.11, -7.11], [-2.72, 5.69, -5.38], [-3.82, 4.37, -5.54], [-2.33, 2.86, -8.00], [-3.30, 2.33, -6.64], [-1.65, 1.74, -6.85], [-0.81, 4.55, -8.12], [0.31, 4.06, -6.88], [-0.58, 5.60, -6.69], [-2.59, 1.82, -4.75], [-1.60, 0.85, -2.59], [0.59, 4.72, -4.88], [-0.70, -2.25, 3.37], [-2.03, -3.58, 2.69], [-2.31, -3.32, 0.72], [-3.55, -3.66, 3.57], [-4.06, -2.56, 4.26], [-5.24, -2.68, 4.93], [-5.92, -3.90, 4.94], [-5.45, -5.01, 4.24], [-4.34, -4.86, 3.47], [-1.32, -5.25, 2.92], [-1.38, -5.70, 4.24], [-0.82, -6.96, 4.50], [-0.31, -7.77, 3.47], [-0.37, -7.29, 2.13], [-0.91, -6.05, 1.84], [-3.51, -1.61, 4.28], [-5.71, -1.82, 5.32], [-6.94, -3.97, 5.32], [-5.90, -6.04, 4.28], [-4.02, -5.70, 2.86], [-1.84, -5.07, 5.00], [-0.73, -7.25, 5.51], [0.20, -8.71, 3.63], [0.06, -7.94, 1.36], [-0.80, -5.54, 0.87]],
  "orbital_gap_ev": 6.2,
  "charge": -1,
  "spin_multiplicity": 1,
  "e_homo_ev": -4.52
}

=====

{
  "formula": "C44H31IrN5O2P",
  "method": "wB97M-V/def2-TZVPD",
  "species": ["Ir", "O", "N", "N", "O", "C", "C", "C", "C", "C", "C", "H", "H", "H", "H", "H", "N", "C", "C", "C", "C", "C", "C", "C", "C", "C", "C", "C", "C", "N", "C", "C", "C", "C", "N", "H", "H", "H", "H", "H", "H", "H", "H", "H", "H", "C", "C", "C", "C", "C", "C", "P", "C", "C", "C", "C", "C", "C", "C", "C", "C", "C", "C", "C", "C", "C", "C", "C", "H", "H", "H", "H", "H", "H", "H", "H", "H", "H", "H", "H", "H", "H", "H", "H"],
  "xyz": [[0.04, -0.25, -0.27], [1.23, 2.47, 0.07], [0.28, 3.28, -0.08], [-0.71, 2.83, -0.74], [-0.78, 1.62, -1.28], [-1.89, 3.66, -0.85], [-1.80, 5.03, -0.65], [-2.95, 5.79, -0.76], [-4.18, 5.20, -1.04], [-4.24, 3.82, -1.22], [-3.09, 3.05, -1.13], [-0.85, 5.48, -0.42], [-2.89, 6.87, -0.62], [-5.07, 5.80, -1.12], [-5.19, 3.35, -1.43], [-3.13, 1.97, -1.26], [-5.72, -4.35, 7.22], [-5.12, -3.84, 6.38], [-4.37, -3.20, 5.32], [-4.24, -1.82, 5.31], [-3.50, -1.21, 4.31], [-2.92, -1.97, 3.30], [-3.07, -3.35, 3.31], [-3.79, -3.97, 4.32], [-2.11, -1.33, 2.22], [-0.92, -0.70, 2.57], [-0.41, -0.52, 3.88], [0.74, 0.22, 3.77], [0.94, 0.46, 2.40], [-0.03, -0.08, 1.68], [-2.63, -1.36, 0.95], [-3.92, -1.78, 0.51], [-3.98, -1.51, -0.84], [-2.73, -0.95, -1.19], [-1.94, -0.86, -0.14], [-4.71, -1.23, 6.08], [-3.39, -0.13, 4.29], [-2.61, -3.94, 2.53], [-3.89, -5.05, 4.34], [-0.87, -0.88, 4.78], [1.38, 0.57, 4.57], [1.72, 1.02, 1.92], [-4.70, -2.18, 1.13], [-4.81, -1.69, -1.51], [-2.39, -0.61, -2.16], [6.15, 1.83, 0.61], [5.84, 2.08, -0.72], [4.61, 1.69, -1.23], [3.67, 1.05, -0.43], [3.99, 0.80, 0.90], [5.22, 1.18, 1.42], [2.11, 0.42, -1.11], [1.80, 1.26, -2.70], [1.29, 0.50, -3.75], [0.92, 1.11, -4.94], [1.05, 2.48, -5.09], [1.57, 3.24, -4.05], [1.94, 2.64, -2.86], [2.75, -1.22, -1.65], [3.96, -1.43, -2.24], [4.42, -2.74, -2.50], [3.65, -3.81, -2.16], [2.37, -3.63, -1.58], [1.53, -4.74, -1.29], [0.31, -4.54, -0.73], [-0.13, -3.24, -0.40], [0.63, -2.11, -0.67], [1.91, -2.32, -1.30], [7.11, 2.12, 1.01], [6.55, 2.57, -1.36], [4.38, 1.90, -2.27], [3.30, 0.27, 1.53], [5.45, 0.98, 2.46], [1.17, -0.57, -3.63], [0.52, 0.51, -5.75], [0.75, 2.96, -6.01], [1.68, 4.31, -4.17], [2.32, 3.24, -2.04], [4.59, -0.59, -2.52], [5.40, -2.88, -2.94], [4.01, -4.82, -2.32], [1.88, -5.73, -1.54], [-0.34, -5.38, -0.53], [-1.10, -3.14, 0.08]],
  "orbital_gap_ev": [6.4, 6.4],
  "spin_multiplicity": 1,
  "e_homo_ev": [-7.52, -7.52]
}

=====

{
  "formula": "C5H24N2O6",
  "method": "wB97M-V/def2-TZVPD",
  "species": ["C", "O", "C", "C", "C", "C", "N", "N", "H", "H", "H", "H", "H", "H", "H", "H", "H", "H", "H", "H", "H", "H", "H", "H", "O", "H", "H", "O", "H", "H", "O", "H", "H", "O", "H", "H", "O"],
  "xyz": [[0.19, 1.04, 1.79], [1.04, 2.20, 1.68], [0.10, 0.46, 0.32], [-1.36, 0.54, -0.25], [-2.15, -0.68, -0.54], [-1.68, -1.77, -1.16], [-3.52, -0.80, 0.02], [1.06, 1.18, -0.53], [-0.74, 1.50, 2.17], [0.54, 0.33, 2.57], [1.82, 2.03, 2.23], [0.33, -0.60, 0.41], [-1.41, 1.06, -1.24], [-1.86, 1.20, 0.47], [-0.68, -1.80, -1.57], [-2.26, -2.68, -1.13], [-4.04, 0.03, -0.28], [-3.57, -0.92, 1.06], [-4.08, -1.55, -0.39], [0.63, 2.10, -0.67], [1.97, 1.28, -0.09], [1.41, 0.67, -1.37], [-4.07, -0.51, 3.65], [-4.55, -1.81, 3.29], [-4.22, -1.02, 2.83], [2.62, -2.17, -0.81], [3.07, -1.55, 0.50], [2.35, -1.54, -0.14], [4.32, 0.91, 3.42], [3.18, 1.86, 3.94], [3.38, 0.97, 3.62], [2.70, -1.54, -3.82], [2.19, -1.57, -5.24], [2.31, -0.97, -4.50], [1.83, 0.65, -3.76], [1.68, 2.19, -3.37], [1.47, 1.29, -3.11]],
  "orbital_gap_ev": 11.4,
  "charge": 2,
  "spin_multiplicity": 1,
  "e_homo_ev": -16.96
}

=====

ΔE to the lowest compared entry with this formula, charge and spin? In order: 6.2483; 0.4445; 0.0000; 1.3909 eV.
Total energy? In order: -4876.1543; -7517.7034; -2565.1410; -765.2629 a.u..